(1)
{
  "formula": "C57H51AsINO2P2RhS3",
  "method": "the ωB97M-V functional and the def2-TZVPD basis",
  "multiplicity": 6,
  "s2": 8.7909,
  "homo_energy_ev": [-0.908, -2.541],
  "lumo_ev": [3.24, 3.24],
  "total_charge": -2,
  "orbital_gap_ev": [4.15, 5.78],
  "symbols": ["I", "Rh", "As", "S", "S", "S", "P", "P", "O", "O", "N", "C", "C", "C", "C", "C", "C", "C", "C", "C", "C", "C", "C", "C", "C", "C", "C", "C", "C", "C", "C", "C", "C", "C", "C", "C", "C", "C", "C", "C", "C", "C", "C", "C", "C", "C", "C", "C", "C", "C", "C", "C", "C", "C", "C", "C", "C", "C", "C", "C", "C", "C", "C", "C", "C", "C", "C", "C", "H", "H", "H", "H", "H", "H", "H", "H", "H", "H", "H", "H", "H", "H", "H", "H", "H", "H", "H", "H", "H", "H", "H", "H", "H", "H", "H", "H", "H", "H", "H", "H", "H", "H", "H", "H", "H", "H", "H", "H", "H", "H", "H", "H", "H", "H", "H", "H", "H", "H", "H"],
  "coordinates": [[8.350, 1.891, 4.680], [1.341, -0.057, 0.100], [-1.314, -1.400, -1.890], [0.258, 2.922, -1.909], [-0.720, -1.098, 1.820], [3.725, 1.056, -1.383], [-0.416, 0.836, 2.180], [0.482, 3.055, 0.057], [3.067, -0.851, 1.201], [2.534, -1.880, 3.139], [0.521, -1.451, -1.624], [3.848, -2.031, -3.152], [-4.713, 2.410, 2.888], [0.451, 0.857, 3.811], [-2.602, 1.790, 3.842], [-1.116, -0.917, -4.713], [-1.065, 4.471, 1.913], [0.463, 1.645, 0.988], [-1.527, -1.925, -3.827], [3.409, 5.466, 1.666], [-4.257, 2.052, 1.624], [1.426, -1.988, -2.449], [-1.678, -3.928, -0.291], [-3.637, -2.620, -0.784], [2.215, 1.677, 5.185], [-2.075, -2.357, -8.103], [3.920, 5.203, -0.664], [3.177, -1.121, 2.437], [4.373, -0.381, 3.049], [4.943, 0.679, 2.378], [-2.250, -2.827, -0.897], [3.540, -3.012, -4.053], [-3.912, 2.237, 4.013], [1.480, 1.745, 4.009], [2.884, -0.034, -2.153], [2.242, -3.539, -4.167], [1.221, -2.943, -3.425], [2.362, 4.572, 1.532], [4.918, -0.757, 4.276], [-2.122, 5.217, 2.376], [-3.840, -4.659, 0.508], [-1.765, 4.774, -0.350], [0.781, -0.059, 6.012], [-2.984, 1.597, 1.469], [-2.462, -4.814, 0.436], [-0.182, -4.168, -0.365], [6.074, 1.292, 2.868], [2.015, 4.056, 0.292], [1.843, 0.836, 6.205], [6.665, 0.861, 4.039], [-2.321, -4.370, -3.569], [-1.298, -1.070, -6.090], [-4.697, -5.685, 1.208], [-2.828, 5.554, 0.096], [-1.898, -2.196, -6.609], [-0.447, 0.324, -4.255], [-4.404, -3.559, -0.106], [-4.329, -1.471, -1.458], [0.133, -0.077, 4.793], [4.219, 5.755, 0.563], [-2.116, 1.490, 2.581], [-2.062, -3.130, -4.360], [2.812, 4.375, -0.801], [-0.870, 4.227, 0.561], [-3.012, 5.758, 1.439], [2.844, -1.536, -2.142], [-2.277, -3.187, -5.729], [6.074, -0.163, 4.752], [3.049, 2.376, 5.297], [-0.928, -0.275, -6.742], [4.864, -1.637, -3.065], [-4.014, -0.503, -1.039], [4.545, 0.995, 1.419], [-2.532, -1.455, -8.510], [-0.391, 4.015, 2.644], [6.520, -0.524, 5.673], [-4.293, 2.489, 5.001], [3.614, 5.895, 2.617], [1.983, -4.312, -4.902], [-5.413, -1.581, -1.334], [5.041, 6.453, 0.644], [-2.730, -4.099, -6.124], [-4.104, -1.500, -2.521], [-5.470, -3.400, -0.011], [1.755, 4.318, 2.407], [-2.744, -3.192, -8.352], [-3.560, 5.973, -0.590], [4.418, -1.500, 4.827], [-0.355, 1.035, -5.082], [-3.893, 6.295, 1.783], [0.220, -3.300, -3.554], [-1.019, 0.801, -3.459], [-3.202, -4.254, -2.935], [-1.974, -5.622, 0.934], [-0.629, -0.818, 4.556], [2.358, 0.864, 7.157], [-2.337, 5.330, 3.427], [-1.937, 1.737, 4.682], [4.506, 5.422, -1.546], [0.076, -5.073, 0.174], [0.558, -0.754, 6.795], [-1.494, -4.616, -2.892], [-4.087, -6.218, 1.929], [-5.087, -6.407, 0.507], [2.616, 3.910, -1.757], [-2.613, 1.309, 0.492], [-5.719, 2.785, 3.041], [6.444, 2.182, 2.386], [0.169, -4.278, -1.386], [0.350, -3.275, 0.020], [1.750, 2.375, 3.171], [0.549, 0.101, -3.899], [-2.467, -5.227, -4.239], [3.139, -1.844, -1.122], [-4.948, 2.174, 0.794], [-5.564, -5.192, 1.684], [-1.137, -2.541, -8.599], [-1.621, 4.549, -1.392], [4.331, -3.405, -4.676]],
  "mulliken_spin": [0.000, 2.547, -0.031, 0.030, 0.125, 0.328, -0.152, 0.082, 0.098, 0.022, 0.227, 0.365, 0.003, 0.003, 0.003, -0.035, 0.018, 0.152, 0.044, 0.005, 0.003, 0.309, -0.009, -0.004, -0.001, -0.001, -0.006, -0.002, 0.000, -0.014, 0.024, -0.196, 0.000, -0.005, 0.657, 0.457, -0.190, 0.003, 0.002, 0.007, 0.001, 0.001, 0.002, 0.006, 0.000, 0.021, -0.012, -0.012, 0.000, 0.001, 0.003, 0.014, -0.001, 0.001, -0.004, -0.027, 0.002, 0.000, -0.010, -0.001, 0.033, -0.015, 0.011, -0.016, 0.002, -0.104, 0.003, 0.000, 0.000, -0.001, 0.023, 0.001, 0.038, 0.000, -0.012, 0.000, 0.000, 0.000, 0.036, 0.000, 0.000, 0.000, 0.003, 0.000, -0.006, 0.000, 0.000, 0.001, 0.001, 0.000, 0.021, -0.003, -0.001, 0.000, 0.004, 0.000, 0.000, 0.001, 0.000, -0.001, 0.000, 0.000, 0.000, 0.000, 0.008, -0.009, 0.000, 0.000, 0.000, 0.004, -0.001, 0.040, 0.000, 0.088, 0.000, 0.000, 0.000, 0.001, -0.005]
}


(2)
{
  "formula": "C57H55N11O2RbSbSi3",
  "method": "the ωB97M-V functional and the def2-TZVPD basis",
  "homo_energy_ev": [-1.389, -1.388],
  "lumo_ev": [3.57, 3.57],
  "total_charge": -2,
  "orbital_gap_ev": [4.96, 4.96],
  "symbols": ["Sb", "Rb", "Si", "Si", "Si", "O", "O", "N", "N", "N", "N", "N", "N", "N", "N", "N", "N", "N", "C", "C", "C", "C", "C", "C", "C", "C", "C", "C", "C", "C", "C", "C", "C", "C", "C", "C", "C", "C", "C", "C", "C", "C", "C", "C", "C", "C", "C", "C", "C", "C", "C", "C", "C", "C", "C", "C", "C", "C", "C", "C", "C", "C", "C", "C", "C", "C", "C", "C", "C", "C", "C", "C", "C", "C", "C", "H", "H", "H", "H", "H", "H", "H", "H", "H", "H", "H", "H", "H", "H", "H", "H", "H", "H", "H", "H", "H", "H", "H", "H", "H", "H", "H", "H", "H", "H", "H", "H", "H", "H", "H", "H", "H", "H", "H", "H", "H", "H", "H", "H", "H", "H", "H", "H", "H", "H", "H", "H", "H", "H", "H"],
  "coordinates": [[-0.081, -0.959, 3.516], [0.491, -0.540, -0.259], [-2.074, -2.434, 4.150], [1.406, -1.218, 5.583], [-1.225, 1.287, 3.961], [-1.570, -2.603, 0.789], [0.663, -5.456, -6.001], [-4.360, -6.149, -3.656], [2.687, 0.660, 0.998], [4.021, -1.327, 1.331], [-4.713, -5.701, -2.540], [1.655, 0.060, -2.780], [-1.774, -1.786, -1.807], [3.020, -1.446, -0.853], [1.244, 2.138, -0.949], [0.597, 2.166, -3.269], [2.644, -2.107, -3.133], [2.022, 2.973, 1.173], [4.080, 0.607, 2.833], [0.162, -0.024, -7.166], [0.807, 0.360, -4.911], [0.182, 0.816, -6.061], [-2.292, 1.629, 2.453], [2.637, 1.868, 1.593], [4.476, -3.138, -0.258], [5.405, -5.331, -1.650], [0.002, 2.699, 4.103], [2.103, 0.420, 6.169], [-1.877, -5.971, -3.474], [3.555, -0.118, 1.668], [3.487, 1.874, 2.786], [0.793, 2.723, -2.067], [-1.867, -1.383, -3.051], [-1.762, -5.556, -6.223], [0.617, -2.021, 7.098], [-2.706, -2.003, -3.990], [-3.284, -3.612, -2.291], [5.335, 1.270, 4.745], [1.944, -1.039, -3.499], [-3.579, -1.873, 3.182], [4.082, -3.358, -1.581], [1.432, 3.093, -0.007], [-2.346, -3.224, 0.029], [3.178, -2.242, -1.917], [5.344, -4.008, 0.383], [-0.594, -5.604, -5.477], [4.737, 2.536, 4.700], [-2.610, -2.425, 5.967], [-2.986, -5.726, -5.582], [1.400, -0.903, -4.865], [-4.005, -4.969, -0.423], [4.545, -4.452, -2.294], [1.380, -1.746, -5.965], [3.796, -1.897, 0.157], [0.572, 4.158, -1.836], [-3.064, -5.900, -4.211], [0.024, 6.460, -2.082], [-2.466, -2.872, -1.406], [-3.991, -4.755, -1.796], [0.754, -1.290, -7.118], [-2.330, 1.311, 5.492], [0.920, 5.667, 0.029], [-0.658, -5.827, -4.101], [-3.212, -4.266, 0.464], [5.018, 0.297, 3.811], [-1.567, -4.194, 3.742], [-3.419, -3.104, -3.602], [2.794, -2.356, 5.028], [0.752, -5.111, -7.364], [1.004, 0.941, -3.566], [0.979, 4.394, -0.520], [3.812, 2.853, 3.717], [0.432, 6.696, -0.764], [5.801, -5.110, -0.327], [0.097, 5.189, -2.634], [5.644, -3.826, 1.407], [-1.667, 1.722, 1.562], [-1.914, -6.115, -2.403], [1.249, 5.839, 1.046], [-2.779, -1.607, -4.994], [-0.275, 1.797, -6.082], [-0.743, -4.498, 4.395], [-0.322, 0.300, -8.080], [6.472, -5.815, 0.149], [-3.021, 0.838, 2.268], [2.910, 0.225, 6.884], [-3.222, -4.511, 1.519], [-2.393, -4.896, 3.892], [-4.100, -3.584, -4.291], [-3.965, -0.939, 3.602], [-0.562, 3.624, 4.270], [-0.352, 7.285, -2.676], [-0.205, 4.994, -3.655], [5.776, -6.203, -2.175], [0.577, 2.821, 3.182], [-3.623, -2.841, 5.996], [1.372, -2.040, 7.892], [-2.642, -1.435, 6.419], [-2.778, 2.305, 5.596], [3.357, 3.834, 3.660], [0.309, -3.049, 6.906], [0.366, -5.910, -8.006], [2.403, -3.350, 4.796], [1.337, 1.009, 6.679], [-1.237, -4.250, 2.704], [5.485, -0.680, 3.827], [-1.742, -5.392, -7.291], [1.809, -4.962, -7.573], [-3.138, 0.583, 5.423], [4.231, -4.610, -3.318], [1.833, -2.728, -5.904], [-4.631, -5.780, -0.064], [5.006, 3.277, 5.445], [0.708, 2.580, 4.923], [-3.906, -5.705, -6.153], [6.055, 1.052, 5.526], [-0.247, -1.467, 7.465], [-2.829, 2.574, 2.579], [3.552, -2.458, 5.810], [-4.370, -2.625, 3.260], [-3.341, -1.733, 2.130], [0.208, -4.185, -7.574], [3.274, -1.975, 4.126], [-1.759, 1.102, 6.400], [-1.973, -3.060, 6.582], [0.366, 7.700, -0.361], [0.718, -1.921, -7.999], [-1.279, -0.516, -3.335], [0.265, -5.853, -3.538], [2.518, 1.016, 5.357]],
  "lowdin_charge": [0.900, 0.721, 0.291, 0.272, 0.275, -0.152, -0.092, 0.026, 0.083, 0.191, 0.034, 0.092, 0.069, 0.063, 0.094, 0.185, 0.190, 0.179, -0.118, -0.106, -0.124, -0.030, -0.215, -0.320, -0.105, -0.111, -0.211, -0.223, -0.016, -0.320, -0.121, -0.303, -0.134, -0.028, -0.239, -0.039, -0.119, -0.116, -0.306, -0.224, -0.105, -0.303, -0.399, -0.302, -0.031, -0.279, -0.117, -0.230, -0.053, -0.106, -0.055, -0.030, -0.018, -0.300, -0.110, -0.315, -0.115, -0.137, -0.288, -0.108, -0.233, -0.033, 0.016, -0.033, -0.042, -0.237, -0.022, -0.235, -0.109, -0.325, -0.110, -0.042, -0.115, -0.111, -0.034, 0.104, 0.027, 0.121, 0.103, 0.101, 0.104, 0.018, 0.087, 0.086, 0.013, 0.032, 0.080, 0.028, 0.105, 0.013, 0.031, 0.085, 0.102, 0.086, 0.007, 0.025, 0.024, 0.002, 0.023, 0.106, 0.014, 0.089, 0.025, 0.022, 0.013, 0.106, 0.095, 0.092, 0.003, 0.105, 0.102, 0.102, 0.088, 0.007, 0.106, 0.089, 0.013, 0.031, 0.028, 0.032, 0.013, 0.075, 0.000, 0.019, 0.004, 0.085, 0.081, 0.095, 0.123, 0.000]
}